This record from OMol25 describes 2 unconnected molecules or ions with the total composition C4H14N3O at a distorted geometry. The level of theory is ωB97M-V/def2-TZVPD.

Values from the calculation:
Energy above the lowest of the compared OMol25 structures with the same formula, charge and spin in kcal per mole: 57.4
HOMO-LUMO gap in eV: 8.62
Total charge: +1
Multiplicity: 1

```
22
Properties=species:S:1:pos:R:3:nbo_charge:R:1
C -0.8921 0.1989 1.4550 -0.23
C -0.9205 -0.9487 0.4745 -0.45
C 0.0867 -0.9229 -0.6770 -0.22
N -1.5958 1.1115 -3.2885 -0.66
C -1.5000 0.3179 -2.3233 0.28
N -0.2543 0.0499 -1.7157 -0.66
N 0.4219 0.1499 2.2225 -0.70
H -1.6969 0.0171 2.1737 0.24
H -1.1217 1.2094 1.0781 0.25
H -0.8133 -1.8967 1.0391 0.23
H -1.9024 -1.0286 -0.0294 0.25
H 1.0392 -0.6019 -0.2454 0.18
H 0.1534 -1.9421 -1.1668 0.21
H -0.7633 1.4428 -3.7552 0.35
H -2.2996 -0.1369 -1.7375 0.16
H 0.5747 0.1437 -2.2842 0.38
H 1.2782 -0.0922 1.6925 0.48
H 0.5521 1.1298 2.5042 0.44
H 0.3486 -0.3416 3.1129 0.44
H 2.8058 1.3653 0.1474 0.50
H 3.6171 0.1112 0.5150 0.50
O 2.8822 0.6643 0.8080 -0.98
```